ORCA calculation (ωB97M-V/def2-TZVPD) on a 7-piece molecular cluster, H14O6S2 overall.

Output
Energy above the lowest of the compared OMol25 structures with the same formula, charge and spin: 50.9 kJ/mol
SMILES: SS.O.O.O.O.O.O
Lowest unoccupied orbital energy: 0.155 eV
M: 174.2 g mol⁻¹

```
22
H14O6S2 | OMol25 | ωB97M-V/def2-TZVPD
S -2.50167 -0.06924 -0.52097
S -2.55926 0.51063 1.51813
H -1.22727 0.44246 -0.58438
H -3.33226 1.58813 1.31390
H 1.42690 -1.17226 0.57741
H 2.60293 -0.20225 0.85501
O 2.36773 -1.03634 0.39828
H 2.24023 -2.50445 -1.56591
H 1.25103 -3.04791 -2.58972
O 1.80124 -2.28280 -2.37700
H 0.02350 1.83471 0.67645
H 0.56479 1.92874 -0.73490
O -0.22226 2.13407 -0.19318
H 1.25741 0.95554 -2.54751
H 1.78400 0.06864 -1.49654
O 1.91873 0.94570 -1.87331
H 2.62399 2.03176 0.08742
H 3.37122 2.29374 1.36384
O 2.77334 1.67277 0.96582
H -0.76801 -2.26339 0.75692
H 0.43409 -3.03114 1.39735
O -0.14605 -2.26186 1.47875
```